Entry 1:
This record from the Open Molecules 2025 dataset describes a molecular structure, C35H55CaNO7SSi2Te in a non-equilibrium geometry. The level of theory is the ωB97M-V functional and the def2-TZVPD basis.

Results
E_LUMO ... -0.78 eV
Energy above the lowest of the compared OMol25 structures with the same formula, charge and spin ... 24.8 kcal/mol
E ... -3871.11427 a.u.
Total charge ... 0
E_HOMO ... -7.42 eV
Frontier orbital gap ... 0.24395 Ha
Max |F| ... 2.3 eV/Å

```
103
Properties=species:S:1:pos:R:3:forces:R:3
Ca 0.684489 -0.155788 -0.140886 -1.49 0.10 1.76
C 2.534664 3.083265 2.577757 -0.08 -0.12 0.00
C 1.589554 2.006280 3.045455 -0.03 0.03 0.06
C 0.233176 2.057246 2.722115 0.12 0.01 0.03
C -0.658845 1.080618 3.164229 -0.03 -0.04 -0.05
C -2.139803 1.237737 2.916583 0.09 0.00 0.03
C -0.164565 0.012627 3.912158 -0.03 0.03 0.03
C 1.181346 -0.059124 4.271243 0.04 -0.07 -0.02
C 1.698974 -1.210422 5.098914 -0.07 0.06 -0.06
C 2.041835 0.946356 3.830977 0.00 0.01 -0.04
H 2.910516 2.832824 1.584105 0.01 0.01 -0.02
H 3.386708 3.178598 3.251980 -0.04 0.00 -0.02
H 2.029051 4.048871 2.516908 0.02 -0.03 0.00
H -0.146176 2.917436 2.176739 0.03 -0.08 -0.02
H -2.330919 1.706878 1.947535 0.01 -0.03 0.04
H -2.580931 1.876278 3.686664 0.01 -0.02 -0.03
H -2.654834 0.276814 2.947649 0.02 0.05 0.00
H -0.850172 -0.750316 4.271700 0.04 0.04 -0.04
H 1.977514 -2.056724 4.464597 -0.01 0.01 0.00
H 0.936523 -1.567110 5.792444 0.04 0.01 -0.02
H 2.579781 -0.918819 5.670901 -0.02 0.00 -0.01
H 3.090154 0.909958 4.115447 -0.06 -0.01 -0.01
C 4.938332 -0.029313 -1.904324 -0.01 -0.02 -0.02
C 4.218750 0.976732 -1.025490 -0.05 -0.09 -0.07
C 4.555547 2.408782 -1.408291 -0.06 0.08 0.03
O 4.520784 0.734211 0.362619 -0.20 0.02 -0.09
C 2.690430 0.767149 -1.076191 0.62 0.38 -0.31
O 2.205814 -0.231587 -1.683520 0.73 0.44 -0.39
O 1.964778 1.561000 -0.405839 1.06 0.39 -0.26
H 6.014433 0.156318 -1.876803 -0.02 0.00 -0.01
H 4.591754 0.050958 -2.935923 0.06 -0.01 0.04
H 4.743455 -1.043972 -1.560187 0.00 0.01 -0.02
H 5.612387 2.607990 -1.208901 -0.03 -0.02 -0.05
H 3.946692 3.107530 -0.834901 0.04 -0.02 0.00
H 4.371974 2.572311 -2.473113 0.03 0.01 0.07
H 5.427124 1.007288 0.532916 0.10 -0.01 -0.03
C -1.900118 5.219569 -3.078839 -0.14 -0.09 -0.08
Si -1.594744 5.552574 -1.266344 0.02 0.06 -0.01
C 0.150512 6.159168 -1.000164 0.17 0.01 0.01
C -2.821625 6.836604 -0.688549 -0.10 0.10 0.14
C -1.811771 3.997301 -0.210591 0.11 -0.04 0.06
Te -0.918517 2.261626 -1.118965 -0.88 0.48 -0.43
C -2.781742 1.661114 -2.025296 0.15 -0.06 0.03
Si -3.988783 0.615192 -1.013057 -0.07 0.03 0.05
C -3.191989 -0.644569 0.121297 0.07 -0.10 -0.12
C -5.058348 -0.291601 -2.246791 -0.15 -0.05 -0.08
C -5.029234 1.765956 0.032380 -0.11 0.16 0.05
H -1.754700 6.141464 -3.654081 -0.02 -0.11 0.08
H -2.927215 4.876996 -3.257655 0.14 0.06 0.00
H -1.216975 4.464152 -3.472217 -0.01 0.03 -0.02
H 0.418815 6.910037 -1.751606 -0.01 -0.08 0.11
H 0.876550 5.339473 -1.071126 -0.08 0.11 -0.02
H 0.255909 6.620823 -0.011659 0.01 -0.07 -0.11
H -2.688609 7.766859 -1.253100 -0.03 -0.10 0.08
H -2.692218 7.069655 0.374923 -0.03 -0.02 -0.14
H -3.853784 6.498880 -0.837198 0.12 0.05 0.02
H -2.859191 3.744446 -0.035273 0.09 -0.04 0.00
H -1.332628 4.134360 0.762631 -0.08 0.02 -0.05
H -2.514234 1.153197 -2.955742 0.00 0.02 0.03
H -3.271731 2.595446 -2.313706 0.05 -0.04 -0.05
H -2.993353 -1.588366 -0.391972 0.04 0.04 0.03
H -3.870680 -0.857037 0.952125 0.02 0.00 -0.05
H -2.256315 -0.285085 0.551495 0.01 -0.01 0.06
H -4.447546 -0.939339 -2.886986 -0.08 0.06 0.07
H -5.601843 0.406150 -2.893844 0.05 -0.10 0.06
H -5.794629 -0.925209 -1.738783 0.08 0.07 -0.08
H -4.412840 2.425088 0.655400 -0.11 -0.11 -0.04
H -5.674885 1.189365 0.704503 0.06 0.08 -0.09
H -5.673506 2.397460 -0.592361 0.11 -0.06 0.11
N 2.198208 -1.233183 1.221712 0.50 -0.46 0.72
C 2.107627 -2.666577 1.407336 -0.15 0.02 -0.04
C 0.943019 -3.212913 1.929969 0.03 0.09 -0.05
C 0.836847 -4.589908 2.097182 0.04 -0.02 0.04
C 1.889608 -5.416352 1.731734 -0.01 0.04 -0.12
C 3.051443 -4.864491 1.199511 -0.09 0.00 0.04
C 3.161270 -3.492384 1.040487 0.09 0.01 -0.07
S 1.753778 -7.206992 1.852192 -0.02 0.05 -0.24
O 2.887482 -7.587437 2.667329 0.08 -0.04 0.13
O 1.856038 -7.625310 0.458290 -0.13 0.07 -0.03
O 0.446752 -7.417428 2.447489 -0.09 -0.02 0.05
H 3.131072 -0.983258 0.904549 0.12 0.05 0.07
H 2.084332 -0.770575 2.121772 0.10 0.05 0.13
H 0.118549 -2.557242 2.200113 0.00 -0.02 0.04
H -0.059242 -5.046007 2.506290 0.09 0.04 -0.05
H 3.863359 -5.525312 0.917363 -0.05 0.05 0.01
H 4.067362 -3.054119 0.630660 -0.03 -0.03 0.03
C -0.317501 -1.307636 -3.385034 -0.04 -0.04 0.06
C -0.543144 -2.193744 -2.194525 -0.04 0.13 -0.08
O -0.369699 -1.732588 -1.058274 -0.77 -1.24 -1.06
C -0.903502 -3.596906 -2.398052 -0.07 -0.10 0.08
C -0.442338 -4.552531 -1.488905 0.04 0.09 0.15
C -0.768000 -5.888022 -1.657919 0.08 0.08 0.05
C -1.589939 -6.260416 -2.713699 0.00 -0.07 0.00
C -2.074182 -5.312832 -3.608157 -0.07 -0.02 -0.03
C -1.718020 -3.985100 -3.467178 0.04 0.05 -0.04
H -0.554458 -0.270448 -3.150213 -0.01 0.01 0.00
H -0.857708 -1.637683 -4.267365 0.02 0.04 0.00
H 0.752925 -1.356877 -3.605061 0.01 0.00 0.01
H 0.190722 -4.241538 -0.662156 -0.05 -0.07 -0.07
H -0.369441 -6.620489 -0.969136 0.05 -0.09 0.06
H -1.855199 -7.302483 -2.843124 0.01 0.02 0.02
H -2.732329 -5.610187 -4.415536 0.05 0.00 0.03
H -2.104018 -3.251659 -4.165761 0.03 -0.06 0.04
```
Forces are in eV/Å.



Entry 2:
This record from the Open Molecules 2025 dataset describes 4 unconnected molecules or ions with the total composition C35H55ClNO9S in a non-equilibrium geometry. The level of theory is the ωB97M-V functional and the def2-TZVPD basis.

Results
E_LUMO ... 1.68 eV
E ... -2956.84713 a.u.
Total charge ... -1
E_HOMO ... -1.56 eV
Frontier orbital gap ... 0.11931 Ha
Max |F| ... 3.2 eV/Å

```
102
Properties=species:S:1:pos:R:3:forces:R:3
C 3.180401 6.077017 -0.830874 -0.57 -0.01 -0.86
C 3.248769 5.003462 -1.915101 -0.23 0.49 1.28
C 4.112393 5.131584 -2.979655 0.93 0.66 -0.57
C 4.159047 4.173821 -3.972182 -0.34 -0.36 -0.05
C 3.304709 3.089260 -3.861172 0.39 -0.21 -0.73
C 2.429923 2.940354 -2.802368 -0.49 -0.95 -0.55
C 1.519488 1.737511 -2.790090 -0.90 -0.21 1.04
C 1.902235 0.674753 -1.752800 0.62 -0.32 -0.45
C 3.337268 0.235154 -2.101880 -0.75 -0.18 0.94
C 3.792131 -1.028741 -1.310004 1.18 0.09 -0.38
C 3.989582 -2.298993 -2.187976 0.09 -0.54 0.59
C 5.424192 -2.866488 -2.035150 -1.45 0.32 -0.17
S 5.915620 -4.007265 -3.343691 3.10 -0.11 0.83
O 6.545748 -3.321793 -4.429023 -1.42 0.61 -0.75
O 6.829626 -4.940803 -2.740627 -0.80 -0.67 0.50
Cl 4.285649 -5.089835 -3.950745 -0.01 0.45 0.07
C 1.036044 -0.595911 -1.903911 0.09 1.35 0.21
C -0.480216 -0.340527 -2.034593 -0.50 -0.37 0.04
C -1.259807 -0.223750 -0.684160 1.60 -0.32 -0.30
N -1.823855 -1.524632 -0.293268 -0.70 0.45 0.46
C -3.280780 -1.583101 -0.307835 0.40 -0.67 -0.38
C -3.950086 -1.098044 -1.598543 -0.12 0.38 1.50
C -3.754935 -1.651356 -2.835753 0.53 -0.80 -0.19
C -4.373384 -1.140684 -3.949265 -0.28 -0.07 -1.70
C -5.230932 -0.059830 -3.907083 -0.01 0.19 1.45
C -5.445889 0.498249 -2.629453 -0.58 0.22 -1.65
C -4.810419 -0.011603 -1.524316 -0.31 0.49 0.27
O -5.086008 0.615147 -0.300739 0.27 -0.01 -0.15
C 2.405525 3.911008 -1.816009 -0.06 -0.03 -0.04
H 2.868060 7.011810 -1.322250 0.29 -0.01 0.29
H 2.366108 5.822367 -0.143421 0.41 0.04 0.16
H 4.131677 6.231729 -0.313129 -0.20 -0.05 0.01
H 4.766831 6.002287 -3.059812 -0.16 -0.09 0.15
H 4.800896 4.232294 -4.848200 0.06 0.23 0.25
H 3.317465 2.335083 -4.648017 -0.07 0.05 0.22
H 1.395896 1.288428 -3.813335 0.37 0.29 -0.02
H 0.514867 2.109765 -2.518150 0.20 -0.03 -0.23
H 3.409451 -0.023546 -3.196594 0.16 0.15 0.14
H 4.045422 1.040764 -1.862962 -0.10 -0.09 -0.42
H 3.172592 -1.239439 -0.433053 -0.13 0.14 -0.32
H 4.799647 -0.804962 -0.907269 -0.30 0.01 0.08
H 3.781349 -2.112282 -3.246630 -0.03 0.13 0.22
H 3.323879 -3.104841 -1.844979 -0.09 0.26 -0.31
H 6.154375 -2.050247 -2.064876 0.11 -0.37 -0.31
H 5.522330 -3.425705 -1.100438 0.13 0.00 -0.25
H 1.189653 -1.201291 -0.995893 -0.06 -0.20 -0.38
H 1.422719 -1.162889 -2.794723 -0.47 -0.09 0.06
H -0.738036 0.533005 -2.645731 0.38 -0.18 -0.05
H -0.901098 -1.211930 -2.565313 -0.11 0.31 0.03
H -2.005098 0.581228 -0.736461 -0.22 -0.45 -0.02
H -0.526863 0.090383 0.075768 -0.22 -0.02 -0.12
H -1.397585 -2.292237 -0.792074 -0.02 0.19 -0.17
H -3.562964 -2.636984 -0.151615 -0.02 0.26 0.05
H -3.659055 -1.008754 0.541330 -0.05 -0.09 -0.22
H -3.097493 -2.512176 -2.952810 -0.04 0.16 0.11
H -4.212772 -1.580394 -4.934417 0.18 -0.13 0.30
H -5.722210 0.310982 -4.801832 0.05 0.06 0.22
H -6.135679 1.335453 -2.533374 0.19 -0.10 0.16
H -4.494589 1.376693 -0.254649 -0.10 -0.06 0.18
H 1.709391 3.826193 -0.983108 0.15 -0.12 -0.12
O 1.373485 -1.095607 1.686367 -0.16 -0.03 0.23
C 2.065332 -1.438820 2.598445 0.32 0.03 -0.29
O 1.776041 -1.027310 3.855184 -0.34 0.01 0.07
C 2.444292 -1.516171 5.018710 0.14 0.17 0.01
C 3.739327 -0.763188 5.259169 0.10 0.01 -0.16
C 3.314156 -2.260345 2.362035 -0.07 -0.48 0.24
H 2.592065 -2.597900 4.958853 0.07 0.02 -0.08
H 1.768213 -1.342451 5.852449 -0.05 0.01 -0.28
H 4.442329 -0.892976 4.435216 0.03 -0.07 0.05
H 4.219826 -1.105410 6.177410 0.00 0.01 0.00
H 3.541648 0.305999 5.343032 -0.06 -0.03 0.07
H 4.118292 -1.595607 2.047251 -0.03 0.01 -0.04
H 3.106533 -2.972716 1.565864 0.00 0.20 -0.14
H 3.638595 -2.838916 3.225280 0.09 0.14 0.04
O -7.534762 1.866398 -6.514846 0.03 -0.05 0.17
C -8.462531 2.124404 -5.799043 -0.24 -0.03 -0.26
O -8.441512 1.718326 -4.516733 0.41 -0.04 0.18
C -9.404584 2.106578 -3.535780 -0.26 -0.04 0.05
C -10.638937 1.230193 -3.592661 -0.06 -0.07 -0.15
C -9.691046 2.824908 -6.332700 0.01 0.49 0.20
H -9.640709 3.168914 -3.622516 -0.03 -0.02 -0.08
H -8.913699 1.974602 -2.572222 0.16 -0.03 -0.11
H -11.150520 1.315602 -4.552216 -0.03 0.08 0.03
H -11.339787 1.503599 -2.802792 0.03 0.00 0.01
H -10.362211 0.182638 -3.470478 0.04 0.04 0.08
H -10.326634 2.092840 -6.829246 0.01 0.00 0.00
H -9.369939 3.570566 -7.056934 0.05 -0.18 -0.13
H -10.268495 3.350392 -5.575313 -0.09 -0.16 0.03
O 1.175595 -1.576663 7.864275 -0.12 0.01 0.45
C 1.871902 -1.924611 8.777865 0.29 0.01 -0.20
O 1.573426 -1.519651 10.027044 -0.41 0.07 0.09
C 2.231287 -2.005676 11.198390 0.26 0.02 0.09
C 3.519655 -1.254240 11.465164 0.09 0.06 -0.12
C 3.122699 -2.740230 8.545503 -0.14 -0.49 0.18
H 2.381100 -3.085274 11.139300 0.05 0.02 -0.07
H 1.535885 -1.834012 12.019141 -0.12 0.05 -0.14
H 4.237064 -1.383250 10.654310 0.01 -0.08 0.04
H 3.980600 -1.600187 12.391289 -0.02 0.00 0.00
H 3.321825 -0.185208 11.548653 -0.05 -0.03 0.06
H 3.927005 -2.073271 8.239254 -0.01 0.00 0.01
H 2.922740 -3.451217 7.746153 0.01 0.19 -0.14
H 3.443251 -3.319805 9.408153 0.09 0.14 0.04
```
Forces are in eV/Å.



Which of these has the lowest E_LUMO?
C35H55CaNO7SSi2Te



Number 2 is which compound?
C35H55ClNO9S



Which of these has the lowest total charge?
C35H55ClNO9S



Which value of frontier orbital gap does entry 2 give?
0.11931 Ha